Entry 1:
{"formula": "C35H41ClFeN6O6PSe", "method": "wB97M-V/def2-TZVPD", "charge": -1, "lumo_ha": [0.08377, 0.08377], "gap_ev": [7.98, 7.85], "de_lowest_ev": 1.498, "spin_multiplicity": 5, "elements": ["Fe", "C", "C", "C", "C", "N", "C", "C", "C", "C", "C", "C", "N", "C", "C", "C", "C", "C", "N", "H", "H", "H", "H", "H", "H", "H", "H", "H", "H", "H", "C", "C", "C", "C", "P", "C", "C", "C", "C", "C", "C", "C", "C", "C", "C", "H", "H", "H", "H", "H", "H", "H", "H", "H", "H", "H", "H", "H", "H", "H", "H", "H", "H", "H", "H", "H", "H", "H", "Cl", "C", "C", "O", "O", "H", "H", "O", "Se", "O", "O", "O", "N", "C", "C", "N", "C", "C", "N", "H", "H", "H", "H", "H"], "positions_angstrom": [[0.568, 0.312, -0.207], [0.049, -3.813, -2.866], [1.362, -4.235, -2.769], [2.170, -3.671, -1.801], [1.640, -2.692, -0.966], [0.373, -2.289, -1.062], [-0.384, -2.825, -1.995], [2.404, -2.078, 0.130], [3.788, -2.163, 0.264], [4.386, -1.612, 1.382], [3.599, -1.015, 2.352], [2.226, -0.933, 2.123], [1.655, -1.433, 1.028], [1.325, -0.199, 3.020], [1.563, -0.088, 4.391], [0.744, 0.727, 5.147], [-0.266, 1.432, 4.510], [-0.463, 1.214, 3.156], [0.275, 0.390, 2.435], [-0.617, -4.222, -3.610], [1.755, -4.982, -3.442], [3.202, -3.969, -1.712], [-1.398, -2.460, -2.041], [4.389, -2.593, -0.518], [5.460, -1.632, 1.498], [4.057, -0.565, 3.216], [2.384, -0.620, 4.844], [0.906, 0.836, 6.209], [-0.868, 2.147, 5.045], [-1.256, 1.729, 2.628], [-3.588, -0.307, 2.515], [-4.215, 0.312, 1.259], [-4.381, 1.816, 1.489], [-5.588, -0.333, 1.083], [-2.892, 0.073, -0.140], [-2.920, -1.762, -0.038], [-1.909, -2.308, 0.752], [-1.870, -3.666, 1.010], [-2.828, -4.504, 0.463], [-3.819, -3.976, -0.344], [-3.873, -2.614, -0.586], [-3.682, 0.555, -1.830], [-3.141, -0.373, -2.918], [-3.079, 1.940, -2.099], [-5.204, 0.650, -1.946], [-4.087, 0.073, 3.409], [-2.529, -0.075, 2.589], [-3.694, -1.390, 2.506], [-5.159, 2.001, 2.233], [-4.661, 2.328, 0.571], [-3.452, 2.249, 1.855], [-6.110, -0.317, 2.041], [-5.495, -1.372, 0.776], [-6.208, 0.195, 0.369], [-1.140, -1.655, 1.150], [-1.090, -4.072, 1.638], [-2.800, -5.568, 0.655], [-4.563, -4.628, -0.782], [-4.662, -2.224, -1.210], [-2.055, -0.419, -2.854], [-3.393, 0.037, -3.898], [-3.554, -1.377, -2.862], [-1.994, 1.851, -2.127], [-3.356, 2.659, -1.327], [-3.422, 2.322, -3.062], [-5.697, -0.298, -1.743], [-5.458, 0.940, -2.967], [-5.609, 1.412, -1.283], [2.596, 3.400, 3.880], [2.750, 3.594, 2.132], [2.923, 2.165, 1.489], [3.990, 1.600, 1.675], [1.898, 1.780, 0.888], [3.625, 4.217, 1.951], [1.836, 4.071, 1.779], [2.270, 0.042, -1.582], [1.312, 0.086, -2.917], [1.434, -1.261, -3.761], [-0.220, 0.252, -2.274], [1.648, 1.352, -3.827], [-1.670, 5.584, 0.847], [-0.818, 4.830, 0.072], [-0.862, 3.429, 0.074], [-0.049, 2.706, -0.668], [0.840, 3.350, -1.420], [0.903, 4.736, -1.394], [0.083, 5.482, -0.662], [-2.551, 5.157, 1.081], [-1.716, 6.559, 0.597], [-1.583, 2.891, 0.672], [1.477, 2.752, -2.055], [1.615, 5.282, -1.997]], "lowdin_charge": [0.85, -0.05, -0.06, -0.01, -0.23, 0.10, -0.14, -0.22, 0.01, -0.03, -0.02, -0.22, 0.13, -0.21, -0.01, -0.09, -0.07, -0.15, 0.11, 0.10, 0.10, 0.10, 0.09, 0.11, 0.11, 0.11, 0.11, 0.11, 0.10, 0.09, -0.11, -0.67, -0.11, -0.09, 1.20, -0.39, -0.15, -0.08, -0.09, -0.09, -0.12, -0.66, -0.10, -0.13, -0.10, 0.09, 0.04, 0.08, 0.08, 0.06, 0.05, 0.08, 0.06, 0.06, 0.07, 0.11, 0.10, 0.10, 0.09, 0.04, 0.09, 0.06, 0.05, 0.06, 0.09, 0.06, 0.08, 0.06, 0.58, -0.49, -0.74, 0.00, -0.10, 0.07, 0.05, -0.47, 0.71, -0.44, -0.54, -0.47, 0.11, -0.38, -0.10, 0.05, -0.10, -0.10, 0.11, 0.08, 0.09, 0.07, 0.08, 0.11]}

Entry 2:
{"formula": "C35H41N3O2S3TeZr", "method": "wB97M-V/def2-TZVPD", "charge": 3, "lumo_ha": [-0.30900, -0.35049], "gap_ev": [6.93, 6.04], "spin_multiplicity": 2, "elements": ["Zr", "C", "C", "N", "C", "C", "S", "C", "C", "S", "C", "N", "C", "H", "H", "H", "H", "H", "H", "H", "H", "C", "C", "C", "C", "C", "C", "Te", "N", "C", "O", "C", "C", "C", "C", "C", "C", "C", "C", "C", "C", "C", "C", "C", "C", "C", "C", "C", "C", "H", "H", "H", "H", "H", "H", "H", "H", "H", "H", "H", "H", "H", "H", "H", "H", "H", "H", "H", "H", "H", "H", "H", "H", "H", "H", "H", "C", "S", "C", "O", "H", "H", "H", "H", "H", "H"], "positions_angstrom": [[1.534, -0.419, -1.877], [1.616, -3.924, -3.097], [0.732, -2.973, -3.830], [0.644, -1.689, -3.528], [-0.267, -1.024, -4.342], [-0.866, -1.825, -5.256], [-0.290, -3.431, -5.124], [-0.395, 0.418, -4.145], [-1.025, 1.334, -4.920], [-0.745, 2.917, -4.336], [0.225, 2.297, -3.072], [0.299, 0.974, -3.076], [0.965, 3.151, -2.101], [2.139, -3.422, -2.283], [2.355, -4.367, -3.767], [1.036, -4.754, -2.692], [-1.611, -1.557, -5.989], [-1.615, 1.162, -5.806], [0.377, 4.017, -1.799], [1.872, 3.535, -2.575], [1.249, 2.580, -1.219], [-5.282, 5.001, 1.342], [-4.163, 4.011, 1.401], [-3.939, 3.104, 0.364], [-2.882, 2.213, 0.399], [-2.677, 1.263, -0.754], [-2.030, 2.208, 1.515], [-0.293, 0.951, 1.561], [1.744, 0.481, -0.061], [2.319, -0.626, 0.352], [2.422, -1.596, -0.601], [2.832, -0.886, 1.684], [2.987, 0.178, 2.584], [3.471, -0.063, 3.855], [3.813, -1.357, 4.236], [3.689, -2.411, 3.337], [3.196, -2.182, 2.068], [-1.270, -0.956, 1.596], [-1.342, -1.844, 0.520], [-0.727, -1.591, -0.843], [-1.996, -3.060, 0.682], [-2.578, -3.418, 1.890], [-3.323, -4.707, 2.042], [-2.443, -2.541, 2.963], [-1.797, -1.321, 2.848], [-1.696, -0.422, 4.049], [-2.213, 3.125, 2.564], [-1.348, 3.192, 3.795], [-3.298, 3.990, 2.488], [-5.725, 5.054, 0.350], [-4.937, 5.994, 1.629], [-6.066, 4.721, 2.048], [-4.604, 3.106, -0.491], [-3.262, 1.579, -1.617], [-3.005, 0.259, -0.473], [-1.621, 1.228, -1.040], [2.778, 1.188, 2.256], [3.598, 0.756, 4.549], [4.198, -1.536, 5.231], [3.983, -3.408, 3.635], [3.071, -2.996, 1.365], [-0.240, -0.601, -0.828], [-1.493, -1.599, -1.619], [-0.008, -2.394, -1.036], [-2.048, -3.742, -0.160], [-3.457, -5.205, 1.084], [-4.304, -4.527, 2.482], [-2.792, -5.383, 2.714], [-2.861, -2.820, 3.923], [-2.000, -0.947, 4.952], [-2.350, 0.445, 3.929], [-0.672, -0.068, 4.197], [-0.411, 2.647, 3.679], [-1.884, 2.768, 4.646], [-1.118, 4.226, 4.045], [-3.468, 4.675, 3.311], [5.458, 1.506, -3.105], [4.405, 0.654, -1.931], [5.212, -0.952, -1.995], [3.112, 0.379, -2.785], [6.471, 1.525, -2.701], [5.106, 2.530, -3.218], [5.436, 0.994, -4.065], [6.219, -0.871, -1.587], [5.245, -1.281, -3.033], [4.630, -1.637, -1.384]], "lowdin_charge": [1.73, -0.04, -0.59, -0.09, -0.32, -0.27, 1.21, -0.31, -0.27, 1.20, -0.59, -0.09, -0.04, 0.06, 0.11, 0.11, 0.10, 0.10, 0.10, 0.10, 0.05, -0.02, -0.23, 0.01, -0.30, -0.06, -0.36, 1.81, -0.26, -0.58, -0.28, -0.19, -0.05, -0.04, -0.02, -0.03, 0.00, -0.33, -0.28, -0.10, 0.00, -0.23, -0.02, 0.02, -0.29, -0.06, -0.30, -0.06, 0.01, 0.09, 0.10, 0.10, 0.13, 0.09, 0.09, 0.03, 0.10, 0.12, 0.13, 0.12, 0.12, -0.03, 0.11, 0.08, 0.13, 0.08, 0.10, 0.10, 0.14, 0.10, 0.08, 0.06, 0.02, 0.10, 0.10, 0.14, -0.19, 1.01, -0.19, -0.65, 0.09, 0.07, 0.08, 0.09, 0.08, 0.05]}

Entry 3:
{"formula": "C35H41N4O2SiTi", "method": "wB97M-V/def2-TZVPD", "charge": 1, "lumo_ha": [-0.09753, -0.10861], "gap_ev": [5.39, 6.79], "spin_multiplicity": 3, "elements": ["Ti", "C", "C", "C", "C", "C", "C", "C", "C", "C", "C", "C", "C", "H", "H", "H", "H", "H", "H", "H", "H", "H", "H", "H", "H", "H", "H", "H", "H", "H", "H", "C", "O", "C", "C", "C", "C", "C", "C", "C", "N", "C", "C", "N", "C", "C", "C", "C", "N", "C", "C", "N", "C", "C", "C", "C", "H", "H", "H", "H", "H", "H", "H", "H", "H", "H", "H", "H", "H", "H", "C", "Si", "C", "C", "O", "H", "H", "H", "H", "H", "H", "H", "H", "H"], "positions_angstrom": [[0.210, -0.161, 0.275], [3.572, 1.156, 0.500], [2.710, 0.028, -0.011], [2.127, 0.055, -1.296], [2.331, 1.220, -2.234], [1.382, -1.067, -1.742], [0.778, -1.105, -3.123], [1.230, -2.202, -0.919], [0.495, -3.382, -1.499], [1.752, -2.195, 0.392], [1.630, -3.372, 1.329], [2.479, -1.070, 0.843], [3.015, -1.054, 2.249], [3.041, 1.735, 1.259], [3.891, 1.830, -0.285], [4.470, 0.753, 0.966], [3.028, 0.947, -3.029], [2.726, 2.095, -1.731], [1.397, 1.514, -2.705], [-0.274, -1.389, -3.084], [1.291, -1.849, -3.737], [0.845, -0.155, -3.639], [-0.529, -3.115, -1.762], [0.453, -4.233, -0.829], [0.989, -3.710, -2.415], [2.619, -3.674, 1.676], [1.168, -4.238, 0.870], [1.049, -3.113, 2.216], [2.335, -1.551, 2.935], [3.152, -0.041, 2.613], [3.978, -1.569, 2.298], [-13.291, 0.698, -2.116], [-12.362, 1.770, -2.068], [-11.065, 1.475, -1.842], [-10.194, 2.564, -1.789], [-8.851, 2.364, -1.561], [-8.339, 1.076, -1.386], [-9.215, -0.002, -1.435], [-10.569, 0.186, -1.660], [-6.918, 0.832, -1.147], [-6.401, -0.287, -0.686], [-5.053, -0.065, -0.633], [-4.741, 1.202, -1.069], [-5.948, 1.767, -1.396], [-3.410, 1.722, -1.120], [-3.039, 3.001, -1.522], [-1.692, 3.355, -1.483], [-0.756, 2.440, -1.059], [-1.071, 1.182, -0.677], [-2.400, 0.830, -0.696], [-2.705, -0.473, -0.227], [-1.641, -1.221, 0.197], [-1.893, -2.448, 0.679], [-3.161, -2.988, 0.745], [-4.248, -2.238, 0.311], [-4.028, -0.959, -0.177], [-14.260, 1.149, -2.300], [-13.316, 0.156, -1.168], [-13.053, 0.006, -2.928], [-10.601, 3.558, -1.918], [-8.203, 3.230, -1.496], [-8.821, -0.999, -1.293], [-11.224, -0.671, -1.695], [-6.101, 2.670, -1.810], [-3.783, 3.717, -1.846], [-1.373, 4.347, -1.769], [0.290, 2.713, -0.998], [-1.039, -3.013, 1.031], [-3.297, -3.983, 1.145], [-5.258, -2.622, 0.357], [-2.115, 1.902, 2.897], [-0.253, 1.791, 2.954], [0.359, 1.409, 4.669], [0.519, 3.389, 2.329], [0.216, 0.568, 1.956], [-2.521, 2.499, 3.716], [-2.548, 0.900, 2.964], [-2.450, 2.353, 1.958], [0.098, 2.202, 5.374], [1.447, 1.309, 4.673], [-0.069, 0.476, 5.042], [1.217, 3.815, 3.053], [-0.240, 4.146, 2.121], [1.070, 3.211, 1.402]], "lowdin_charge": [0.96, 0.00, -0.20, -0.21, -0.02, -0.22, -0.01, -0.21, -0.02, -0.20, -0.02, -0.23, -0.02, 0.09, 0.08, 0.10, 0.11, 0.07, 0.07, 0.09, 0.10, 0.07, 0.09, 0.07, 0.10, 0.10, 0.07, 0.09, 0.09, 0.08, 0.11, -0.07, -0.07, -0.28, 0.01, -0.03, -0.16, -0.01, 0.00, -0.25, 0.19, -0.17, -0.12, 0.19, -0.08, 0.00, -0.05, -0.13, -0.01, -0.15, -0.14, 0.01, -0.11, -0.03, 0.02, -0.07, 0.10, 0.10, 0.10, 0.12, 0.11, 0.12, 0.11, 0.15, 0.11, 0.11, 0.10, 0.10, 0.11, 0.12, -0.15, 0.32, -0.16, -0.15, -0.40, 0.04, 0.04, 0.03, 0.04, 0.03, 0.04, 0.03, 0.03, 0.01]}

Entry 4:
{"formula": "C35H41N5Re", "method": "wB97M-V/def2-TZVPD", "charge": 2, "lumo_ha": [-0.23295, -0.23840], "gap_ev": [6.50, 6.77], "de_lowest_ev": 0.448, "spin_multiplicity": 2, "elements": ["Re", "N", "C", "C", "C", "C", "C", "C", "C", "C", "N", "C", "H", "H", "H", "H", "H", "H", "H", "H", "C", "C", "C", "C", "C", "C", "C", "N", "C", "C", "C", "C", "C", "C", "C", "N", "C", "C", "C", "C", "H", "H", "H", "H", "H", "H", "H", "H", "H", "H", "H", "H", "H", "H", "H", "H", "H", "H", "H", "H", "H", "H", "H", "H", "C", "C", "C", "C", "C", "C", "C", "C", "N", "H", "H", "H", "H", "H", "H", "H", "H", "H"], "positions_angstrom": [[-0.817, -1.285, -0.065], [-1.733, -2.792, 1.405], [-2.471, -2.161, 2.488], [-3.067, -2.883, 3.485], [-3.835, -2.241, 4.474], [-4.021, -0.888, 4.433], [-3.398, -0.114, 3.429], [-3.536, 1.288, 3.339], [-2.859, 1.976, 2.369], [-2.032, 1.268, 1.486], [-1.905, -0.042, 1.523], [-2.586, -0.757, 2.464], [-2.387, -3.317, 0.833], [-1.090, -3.481, 1.783], [-2.967, -3.962, 3.509], [-4.292, -2.829, 5.258], [-4.644, -0.388, 5.164], [-4.172, 1.808, 4.045], [-2.939, 3.049, 2.278], [-1.456, 1.793, 0.734], [1.086, 4.355, -3.560], [2.152, 3.247, -3.454], [3.376, 3.799, -2.722], [2.566, 2.813, -4.870], [1.528, 2.077, -2.721], [0.439, 1.390, -3.265], [-0.180, 0.388, -2.558], [0.209, 0.014, -1.326], [1.312, 0.608, -0.811], [1.965, 1.632, -1.478], [1.739, 0.088, 0.496], [2.884, 0.492, 1.154], [3.247, -0.064, 2.382], [2.406, -1.059, 2.883], [1.273, -1.413, 2.187], [0.917, -0.859, 1.019], [4.477, 0.431, 3.115], [4.269, 1.925, 3.427], [4.707, -0.316, 4.430], [5.711, 0.242, 2.216], [1.494, 5.196, -4.120], [0.792, 4.711, -2.571], [0.194, 4.004, -4.080], [3.787, 4.637, -3.283], [4.160, 3.043, -2.634], [3.116, 4.168, -1.728], [3.068, 3.642, -5.368], [1.706, 2.536, -5.479], [3.256, 1.967, -4.838], [0.064, 1.638, -4.248], [-1.019, -0.150, -2.977], [2.826, 2.086, -1.015], [3.514, 1.246, 0.707], [2.621, -1.565, 3.812], [0.613, -2.172, 2.587], [3.377, 2.070, 4.039], [4.166, 2.524, 2.521], [5.128, 2.298, 3.984], [3.872, -0.185, 5.120], [5.597, 0.083, 4.913], [4.873, -1.382, 4.263], [5.659, 0.845, 1.309], [5.824, -0.804, 1.929], [6.603, 0.540, 2.766], [-4.225, -0.106, -1.537], [-4.130, -1.385, -2.313], [-5.114, -1.779, -3.190], [-5.027, -2.991, -3.869], [-3.957, -3.851, -3.648], [-2.944, -3.516, -2.775], [-1.792, -4.438, -2.513], [-3.004, -2.256, -2.103], [-2.054, -1.888, -1.247], [-5.113, 0.454, -1.820], [-3.345, 0.519, -1.701], [-4.272, -0.321, -0.467], [-5.969, -1.134, -3.351], [-5.801, -3.267, -4.573], [-3.918, -4.802, -4.164], [-1.744, -5.215, -3.273], [-1.911, -4.933, -1.545], [-0.847, -3.896, -2.496]], "lowdin_charge": [1.44, -0.01, -0.23, 0.01, -0.03, 0.01, -0.13, 0.04, -0.01, -0.09, -0.01, -0.17, 0.10, 0.11, 0.13, 0.12, 0.13, 0.14, 0.12, 0.12, -0.03, -0.56, -0.05, -0.03, -0.12, 0.03, -0.08, -0.09, -0.19, 0.07, -0.18, 0.07, -0.12, 0.04, -0.08, -0.10, -0.56, -0.03, -0.05, -0.02, 0.10, 0.09, 0.08, 0.10, 0.10, 0.09, 0.10, 0.08, 0.10, 0.13, 0.11, 0.11, 0.12, 0.12, 0.11, 0.10, 0.08, 0.10, 0.09, 0.10, 0.10, 0.08, 0.10, 0.10, -0.04, -0.19, -0.03, -0.02, -0.02, -0.20, -0.04, -0.29, -0.12, 0.09, 0.07, 0.08, 0.12, 0.12, 0.12, 0.09, 0.08, 0.07]}

| no. | E (eV) | F_max (eV/Å) |
| --- | --- | --- |
| 1 | -179732.85250 | 1.4 |
| 2 | -86583.09064 | 2.3 |
| 3 | -78010.26581 | 0.7 |
| 4 | -46530.08522 | 4.8 |